Formula: C29H76Cu2O29S9
Source: OMol25
Level of theory: ωB97M-V/def2-TZVPD

Atoms and positions in Å:
Cu  1.862  2.509  0.764
Cu  4.632  0.228  0.664
O  -0.157  2.037  0.099
C  -0.237  0.619  -0.061
C  1.002  -0.299  0.330
O  2.299  0.209  0.305
H  -0.577  0.245  -1.027
H  -1.069  0.206  0.508
H  1.009  -1.263  -0.180
H  0.915  -0.487  1.400
O  2.185  4.363  -3.618
S  1.437  4.000  -2.455
O  2.099  3.264  -1.388
O  0.818  5.465  -1.891
C  0.245  6.392  -2.790
C  0.632  7.876  -2.571
C  -0.110  3.103  -3.083
H  -0.833  6.477  -2.650
H  0.367  6.190  -3.855
H  1.577  7.955  -3.107
H  0.891  8.057  -1.528
H  -0.177  8.546  -2.861
H  0.239  2.114  -3.383
H  -0.514  3.739  -3.870
H  -0.819  3.036  -2.259
O  -4.806  1.341  -4.084
S  -4.337  1.657  -2.740
O  -3.344  2.693  -2.518
O  -5.619  2.002  -1.729
C  -6.739  1.282  -1.936
C  -7.923  2.000  -1.284
C  -3.576  0.196  -1.931
H  -6.588  0.346  -1.397
H  -6.975  1.208  -2.998
H  -8.073  3.018  -1.645
H  -7.788  2.055  -0.204
H  -8.862  1.459  -1.399
H  -2.729  0.085  -2.608
H  -4.215  -0.673  -2.082
H  -3.287  0.539  -0.937
O  -3.576  -6.294  -2.846
S  -3.422  -5.773  -1.495
O  -2.435  -6.407  -0.558
O  -3.178  -4.141  -1.626
C  -2.579  -3.442  -0.498
C  -1.091  -3.475  -0.670
C  -5.087  -5.801  -0.646
H  -2.863  -3.844  0.475
H  -2.889  -2.408  -0.645
H  -0.615  -4.417  -0.940
H  -0.565  -2.937  0.118
H  -0.956  -2.812  -1.525
H  -4.920  -5.620  0.416
H  -5.499  -6.810  -0.634
H  -5.858  -5.266  -1.201
O  -1.111  -2.238  6.912
S  -0.274  -3.419  6.555
O  -0.318  -4.688  7.250
O  -0.524  -3.606  4.929
C  -0.684  -2.473  4.244
C  -1.038  -2.646  2.757
C  1.485  -2.837  6.528
H  0.268  -1.943  4.237
H  -1.401  -1.789  4.699
H  -0.956  -1.761  2.127
H  -2.076  -2.972  2.699
H  -0.471  -3.429  2.254
H  1.408  -1.761  6.377
H  2.000  -3.405  5.752
H  2.031  -3.050  7.447
O  1.369  4.772  0.833
S  0.355  5.648  1.382
O  0.243  5.738  2.839
O  0.598  7.176  0.714
C  -0.103  8.268  1.297
C  0.811  8.965  2.385
C  -1.162  5.282  0.554
H  -1.100  8.179  1.728
H  -0.184  9.022  0.515
H  0.306  9.898  2.637
H  1.785  9.101  1.915
H  0.897  8.368  3.292
H  -1.337  4.207  0.516
H  -1.052  5.581  -0.489
H  -1.976  5.699  1.147
O  4.703  -1.542  -0.628
S  4.687  -2.522  -1.743
O  5.813  -2.631  -2.601
O  4.363  -4.041  -1.172
C  4.557  -5.188  -2.034
C  3.244  -5.754  -2.478
C  3.162  -2.277  -2.774
H  5.136  -5.942  -1.500
H  5.071  -4.826  -2.924
H  2.763  -5.014  -3.117
H  2.607  -6.054  -1.646
H  3.361  -6.666  -3.064
H  3.027  -1.213  -2.970
H  2.292  -2.724  -2.292
H  3.312  -2.782  -3.728
O  3.955  -1.440  2.031
S  3.417  -1.967  3.251
O  2.726  -1.066  4.164
O  2.505  -3.321  2.931
C  2.680  -3.899  1.703
C  2.084  -5.282  1.807
C  4.778  -2.879  4.129
H  3.715  -3.911  1.360
H  2.170  -3.213  1.028
H  2.097  -5.684  0.794
H  1.091  -5.154  2.237
H  2.734  -5.890  2.436
H  5.310  -3.634  3.550
H  4.371  -3.318  5.040
H  5.511  -2.132  4.434
O  -5.315  -1.823  0.312
S  -5.335  -2.104  1.757
O  -4.535  -3.187  2.343
O  -4.947  -0.699  2.587
C  -3.955  0.101  1.988
C  -3.431  1.165  3.124
C  -7.099  -2.439  2.340
H  -4.405  0.619  1.142
H  -3.144  -0.517  1.602
H  -4.145  1.509  3.872
H  -2.834  1.971  2.698
H  -2.739  0.666  3.802
H  -7.027  -2.726  3.390
H  -7.551  -3.217  1.725
H  -7.654  -1.523  2.137
O  3.577  1.713  -3.623
S  4.657  1.947  -2.663
O  4.555  1.292  -1.326
O  6.090  1.406  -3.298
C  6.252  1.276  -4.652
C  5.842  -0.085  -5.186
C  5.112  3.723  -2.534
H  7.310  1.458  -4.842
H  5.785  2.136  -5.132
H  4.819  -0.211  -4.831
H  6.513  -0.879  -4.857
H  5.679  -0.197  -6.257
H  4.840  4.252  -3.447
H  6.182  3.872  -2.395
H  4.551  4.241  -1.756

## Properties
HOMO level (alpha / beta): -14.38 / -14.38 eV
Electronic energy: -277451.2708 eV
Energy above the lowest of the compared OMol25 structures with the same formula, charge and spin: 0.00 kJ/mol
LUMO level (alpha / beta): -6.4 / -9.3 eV
Total charge: +2
Orbital gap (alpha / beta): 7.995 / 5.117 eV
F_max: 5.34 eV/A
Spin multiplicity: 3

Here are the Mulliken charges for atoms 1 to 99, given in e: 0.594, 0.524, -0.258, 1.190, -0.425, 0.060, 0.236, -0.664, -0.145, 0.217, -0.576, 0.616, 0.198, -0.102, -0.263, -1.192, -0.973, 0.234, 0.499, 0.377, 0.075, 0.369, 0.428, 0.490, 0.172, -0.642, 1.146, -0.520, -0.270, 0.076, -1.418, -0.685, 0.117, 0.381, 0.349, 0.326, 0.391, 0.415, 0.528, -0.196, -0.598, 1.083, -0.583, -0.416, 0.532, -0.626, -0.928, 0.479, -0.378, 0.457, -0.319, 0.329, 0.260, 0.449, 0.332, -0.619, 1.143, -0.589, -0.341, -0.632, 0.482, -0.559, 0.053, 0.780, -0.427, 0.154, -0.255, 0.296, -0.132, 0.503, -0.629, 0.889, -0.599, -0.123, -0.382, -1.143, -0.100, 0.370, 0.354, 0.413, 0.299, 0.290, -0.135, -0.209, 0.553, -0.296, 0.684, -0.540, -0.254, -0.329, -0.883, -0.834, 0.372, 0.359, 0.216, 0.111, 0.422, 0.232, 0.310